[1]
This record from OMol25 describes a structure of composition C22H41ClNP3PbSe in a non-equilibrium geometry. The level of theory is wB97M-V/def2-TZVPD.

## Properties
Energy relative to the best compared isomer or geometry (same formula, charge and spin) (kJ/mol): 382.7
Orbital gap (spin up / spin down) (eV): 3.868 / 3.722
LUMO level (spin up / spin down) (eV): -15.00 / -15.14

```
! RIJCOSX wB97M-V def2-TZVPD def2/J DEFGRID3
* xyz 4 1
Pb -0.48 -0.19 -0.35
P -3.21 -0.15 0.19
P 0.12 -2.86 0.43
P -0.11 2.78 0.37
H 4.74 -1.02 -1.24
C 4.51 -0.01 -0.85
C 4.60 0.25 0.43
H 4.57 -0.54 1.19
C -3.97 -0.21 -1.49
C -3.97 -1.58 1.00
C -4.04 1.28 0.94
C 1.92 -3.22 0.63
C -0.65 -3.85 1.74
C -0.27 -3.83 -1.12
C 1.65 3.30 0.54
C -0.95 3.66 1.69
C -0.61 3.70 -1.17
H 4.58 0.75 -1.62
H 4.48 1.26 0.83
H -5.07 -0.29 -1.38
H -3.58 -1.08 -2.06
H -3.73 0.71 -2.05
H -5.02 -1.68 0.68
H -3.94 -1.44 2.09
H -3.43 -2.50 0.74
H -5.11 1.28 0.66
H -3.58 2.22 0.60
H -3.94 1.21 2.03
H 2.20 -4.13 0.08
H 2.11 -3.35 1.71
H 2.51 -2.36 0.26
H -0.62 -4.91 1.51
H -1.69 -3.53 1.86
H -0.12 -3.65 2.67
H 0.29 -4.79 -1.10
H 0.00 -3.23 -2.02
H -1.36 -4.03 -1.14
H 1.80 4.26 0.04
H 2.31 2.54 0.09
H 1.88 3.39 1.60
H -0.98 4.72 1.51
H -0.43 3.46 2.63
H -1.97 3.28 1.78
H -0.09 4.67 -1.18
H -1.71 3.86 -1.15
H -0.35 3.10 -2.06
C 0.93 -0.08 -4.00
C 2.31 -0.38 -3.79
C 3.28 -0.24 -4.82
C 2.88 0.17 -6.11
C 1.53 0.48 -6.34
C 0.60 0.37 -5.31
Se -0.49 -0.46 -2.88
H 1.28 0.74 -0.82
H 2.63 -0.72 -2.80
H 4.35 -0.47 -4.61
H 3.64 0.24 -6.92
H 1.23 0.80 -7.34
H -0.44 0.62 -5.50
Cl 1.56 2.24 5.58
C 0.54 1.01 4.94
C -0.30 0.28 5.77
C -1.17 -0.65 5.20
C -1.15 -0.80 3.79
N -0.32 -0.12 2.99
C 0.53 0.75 3.55
H -0.28 0.45 6.85
H -1.86 -1.25 5.77
H -1.83 -1.50 3.32
H 1.23 1.29 2.90
*
```

[2]
This record from OMol25 describes a structure of composition C22H41ClNP3STb in a non-equilibrium geometry. The level of theory is wB97M-V/def2-TZVPD.

## Properties
Energy relative to the best compared isomer or geometry (same formula, charge and spin) (kJ/mol): 0.0
Expectation value of S²: 12.685
Orbital gap (spin up / spin down) (eV): 7.481 / 7.759
LUMO level (spin up / spin down) (eV): -9.87 / -9.63

```
! RIJCOSX wB97M-V def2-TZVPD def2/J DEFGRID3
* xyz 3 7
Tb -0.65 -0.34 -0.79
P 1.71 0.63 0.53
P -2.19 1.72 -0.26
P 0.56 1.18 -3.00
H 0.16 -4.71 -1.34
C 1.19 -4.42 -1.57
C 1.84 -3.48 -0.87
H 1.45 -3.04 0.05
C 2.19 -0.06 2.16
C 1.56 2.39 1.04
C 3.32 0.65 -0.34
C -3.72 1.29 -1.11
C -2.76 1.98 1.44
C -1.85 3.39 -0.83
C 1.94 0.44 -3.97
C 1.26 2.82 -2.59
C -0.65 1.67 -4.29
H 1.67 -4.88 -2.44
H 2.82 -3.12 -1.22
H 2.16 -1.16 2.13
H 1.50 0.27 2.94
H 3.21 0.26 2.41
H 0.68 2.53 1.67
H 1.48 3.05 0.17
H 2.46 2.66 1.62
H 3.56 -0.37 -0.69
H 4.09 0.98 0.38
H 3.30 1.32 -1.21
H -4.40 2.11 -0.88
H -4.13 0.35 -0.73
H -3.57 1.20 -2.19
H -3.58 2.69 1.32
H -1.96 2.40 2.06
H -3.10 1.05 1.89
H -2.73 3.95 -0.49
H -1.76 3.42 -1.92
H -0.94 3.78 -0.36
H 1.89 0.77 -5.01
H 1.89 -0.66 -3.94
H 2.90 0.75 -3.55
H 1.44 3.39 -3.51
H 2.20 2.73 -2.05
H 0.56 3.39 -1.97
H -0.12 2.10 -5.15
H -1.34 2.42 -3.90
H -1.26 0.82 -4.62
C -0.81 -2.41 -4.33
C -1.81 -2.09 -5.27
C -1.95 -2.91 -6.38
C -1.06 -3.99 -6.53
C 0.08 -4.13 -5.72
C 0.25 -3.27 -4.65
S -0.85 -1.65 -2.81
H -1.95 -1.74 -1.84
H -2.46 -1.22 -5.09
H -2.76 -2.71 -7.07
H -1.25 -4.74 -7.30
H 0.80 -4.93 -5.87
H 1.13 -3.26 -4.00
Cl -0.86 0.70 4.43
C -0.98 -0.67 3.41
C -1.18 -1.95 3.91
C -1.19 -3.02 3.00
C -1.05 -2.78 1.63
N -0.90 -1.51 1.16
C -0.85 -0.48 2.05
H -1.33 -2.09 4.97
H -1.32 -4.06 3.32
H -1.08 -3.56 0.85
H -0.71 0.54 1.64
*
```

[3]
This record from OMol25 describes a structure of composition C22H41GeO3Ru in a non-equilibrium geometry. The level of theory is wB97M-V/def2-TZVPD.

## Properties
Energy relative to the best compared isomer or geometry (same formula, charge and spin) (kJ/mol): 66.6
Expectation value of S²: 8.780
Orbital gap (spin up / spin down) (eV): 7.824 / 6.710
LUMO level (spin up / spin down) (eV): -13.30 / -15.15

```
! RIJCOSX wB97M-V def2-TZVPD def2/J DEFGRID3
* xyz 4 6
Ru -0.85 0.50 -0.01
C -4.78 -0.33 2.76
C -3.25 -0.46 2.85
C -2.78 -0.38 4.30
C -2.59 0.57 1.96
C -3.16 0.99 0.73
C -2.63 2.06 -0.01
C -1.53 2.83 0.47
C -1.10 4.09 -0.21
C -0.91 2.37 1.65
C -1.40 1.25 2.34
H -5.23 -1.03 3.47
H -5.19 -0.57 1.78
H -5.11 0.67 3.05
H -2.99 -1.46 2.45
H -3.01 0.60 4.73
H -1.72 -0.58 4.43
H -3.31 -1.13 4.89
H -4.05 0.49 0.36
H -3.12 2.37 -0.92
H -1.26 4.06 -1.28
H -0.06 4.34 0.01
H -1.72 4.90 0.19
H -0.05 2.90 2.04
H -0.90 0.95 3.25
C -2.41 -0.01 -3.82
C -1.19 0.79 -3.95
C -1.32 2.24 -4.06
C 0.00 0.16 -4.55
O -0.46 0.72 -1.70
Ge 1.91 -1.10 -1.23
O 0.61 -0.89 0.19
C 0.41 -2.17 1.03
C 1.64 -3.02 0.79
C -0.86 -2.80 0.49
C 0.31 -1.77 2.48
O 3.32 -0.41 -0.27
C 4.63 -0.28 -0.53
C 5.22 -1.13 -1.61
C 5.46 -1.23 1.05
C 5.18 1.09 -0.26
H -2.79 -0.08 -4.85
H -3.19 0.47 -3.23
H -2.22 -1.04 -3.50
H -1.59 2.39 -5.12
H -0.38 2.78 -3.90
H -2.14 2.65 -3.47
H -0.19 0.22 -5.63
H 0.10 -0.89 -4.31
H 0.91 0.72 -4.36
H 1.72 -3.36 -0.26
H 1.55 -3.96 1.35
H 2.55 -2.53 1.12
H -0.76 -3.06 -0.57
H -1.72 -2.13 0.62
H -1.10 -3.71 1.04
H 1.18 -1.19 2.80
H 0.27 -2.68 3.10
H -0.60 -1.22 2.69
H 4.85 -2.16 -1.58
H 6.30 -1.13 -1.59
H 4.92 -0.68 -2.56
H 5.14 -2.25 0.88
H 4.97 -0.66 1.83
H 6.51 -1.02 0.88
H 4.86 1.72 -1.10
H 6.27 1.10 -0.25
H 4.79 1.52 0.66
*
```

[4]
This record from OMol25 describes a structure of composition C22H41I3N2O5 in a non-equilibrium geometry. The level of theory is wB97M-V/def2-TZVPD.

## Properties
Expectation value of S²: 3.017
Orbital gap (spin up / spin down) (eV): 7.864 / 5.211
LUMO level (spin up / spin down) (eV): -0.43 / -3.51

```
! RIJCOSX wB97M-V def2-TZVPD def2/J DEFGRID3
* xyz 0 3
C 0.95 1.85 -2.42
C 0.55 3.44 -2.54
I 1.96 4.62 -1.28
C -1.03 3.74 -2.07
I -1.07 3.21 0.10
O -1.86 2.84 -2.88
C -3.28 3.20 -2.84
O -3.94 3.30 -4.03
O -4.11 3.42 -1.64
I -4.96 1.57 -1.33
H 1.82 1.66 -3.22
H 1.34 1.53 -1.35
H 0.09 1.11 -2.69
H 0.68 3.83 -3.64
H -1.29 4.90 -2.22
C 0.83 0.61 6.08
C 0.32 2.02 5.66
C -0.34 2.75 6.86
C -1.72 2.23 7.20
C -2.63 2.27 5.97
C -2.02 1.51 4.76
N -0.59 1.91 4.47
O -0.63 3.17 3.86
C -2.13 -0.01 5.03
C -2.95 1.71 3.52
C 1.66 2.77 5.34
H 1.06 0.57 7.15
H 0.14 -0.20 5.89
H 1.74 0.33 5.54
H -0.42 3.83 6.64
H 0.30 2.68 7.75
H -1.66 1.21 7.60
H -2.16 2.84 7.99
H -3.61 1.85 6.23
H -2.81 3.32 5.71
H -1.55 -0.59 4.30
H -3.17 -0.36 4.96
H -1.82 -0.30 6.04
H -3.11 2.77 3.27
H -3.95 1.30 3.71
H -2.55 1.20 2.64
H 2.17 2.33 4.48
H 2.35 2.71 6.19
H 1.51 3.84 5.14
C 1.69 -4.77 -2.79
C 0.87 -3.51 -3.18
C -0.24 -3.87 -4.21
C 0.29 -4.11 -5.62
C 1.11 -2.91 -6.09
C 2.25 -2.54 -5.11
N 1.79 -2.43 -3.68
O 1.09 -1.21 -3.57
C 3.38 -3.61 -5.24
C 2.95 -1.23 -5.61
C 0.14 -3.14 -1.84
H 1.09 -5.68 -2.90
H 2.60 -4.92 -3.35
H 2.02 -4.72 -1.74
H -0.98 -3.06 -4.26
H -0.79 -4.76 -3.88
H 0.89 -5.03 -5.64
H -0.54 -4.27 -6.30
H 1.52 -3.13 -7.09
H 0.43 -2.06 -6.22
H 4.12 -3.50 -4.44
H 3.92 -3.50 -6.19
H 3.01 -4.63 -5.25
H 2.26 -0.39 -5.71
H 3.40 -1.38 -6.60
H 3.76 -0.93 -4.93
H 0.86 -2.84 -1.07
H -0.41 -4.01 -1.45
H -0.59 -2.33 -1.96
*
```

[5]
This record from OMol25 describes a cluster of 6 separate species, C22H41IN7O7P in total in a non-equilibrium geometry. The level of theory is wB97M-V/def2-TZVPD.

## Properties
Structure (SMILES): C#CC[C@@H](C#N)[C@](O)(C#N)P(O)I.CNC(C)=O.CNC(C)=O.CNC(C)=O.CNC(C)=O.CNC(C)=O
Orbital gap (eV): 8.746
LUMO level (eV): 0.33

```
! RIJCOSX wB97M-V def2-TZVPD def2/J DEFGRID3
* xyz 0 1
C 2.77 -0.63 4.89
C 2.13 -1.15 4.04
C 1.40 -1.57 2.83
C -0.13 -1.66 3.04
C -0.48 -2.90 3.76
N -0.76 -3.79 4.43
C -0.78 -0.41 3.68
O -2.14 -0.35 3.23
C -0.16 0.83 3.23
N 0.25 1.82 2.82
P -0.75 -0.56 5.58
O -0.69 1.03 6.03
I -2.97 -1.37 6.27
H 3.54 -0.21 5.49
H 1.75 -2.58 2.61
H 1.65 -0.91 1.99
H -0.57 -1.77 2.04
H -2.54 -1.22 3.34
H -0.80 1.09 6.99
C -7.34 -1.15 10.36
N -6.68 -1.75 9.22
C -6.76 -1.39 7.91
C -7.64 -0.21 7.56
O -6.14 -2.00 7.06
H -6.59 -0.80 11.07
H -7.96 -1.90 10.86
H -7.96 -0.31 10.06
H -6.07 -2.54 9.38
H -7.60 -0.05 6.49
H -8.68 -0.41 7.85
H -7.29 0.69 8.06
C 0.56 2.31 -1.05
N 1.21 1.26 -0.29
C 2.35 0.59 -0.59
C 3.06 0.96 -1.87
O 2.77 -0.28 0.16
H 0.49 3.21 -0.44
H -0.46 1.99 -1.31
H 1.10 2.53 -1.96
H 0.78 0.98 0.58
H 3.94 0.34 -1.97
H 2.41 0.78 -2.72
H 3.36 2.01 -1.84
C -0.86 0.12 -6.05
N 0.39 0.21 -5.31
C 1.22 -0.79 -4.94
C 0.83 -2.20 -5.32
O 2.25 -0.55 -4.31
H -0.76 0.71 -6.96
H -1.66 0.54 -5.43
H -1.10 -0.90 -6.30
H 0.71 1.13 -5.03
H 1.59 -2.88 -4.95
H -0.12 -2.47 -4.87
H 0.77 -2.30 -6.40
C 5.22 -1.57 0.65
N 6.34 -2.28 1.27
C 7.62 -2.37 0.85
C 7.98 -1.65 -0.44
O 8.45 -3.01 1.48
H 4.83 -0.83 1.35
H 4.43 -2.28 0.43
H 5.53 -1.07 -0.26
H 6.16 -2.77 2.13
H 9.03 -1.82 -0.64
H 7.40 -2.05 -1.27
H 7.81 -0.58 -0.34
C -3.20 3.92 -8.85
N -2.11 3.24 -8.17
C -0.81 3.14 -8.55
C -0.40 3.82 -9.83
O -0.01 2.52 -7.87
H -3.62 4.68 -8.19
H -3.99 3.21 -9.09
H -2.86 4.40 -9.76
H -2.32 2.76 -7.31
H 0.66 3.66 -9.99
H -0.96 3.41 -10.68
H -0.58 4.90 -9.77
*
```

[6]
This record from OMol25 describes a structure of composition C22H41MoN2O2P3Se in a non-equilibrium geometry. The level of theory is wB97M-V/def2-TZVPD.

## Properties
Expectation value of S²: 2.041
Orbital gap (spin up / spin down) (eV): 4.095 / 3.485
LUMO level (spin up / spin down) (eV): -13.88 / -14.26

```
! RIJCOSX wB97M-V def2-TZVPD def2/J DEFGRID3
* xyz 4 3
P -1.30 -2.28 -2.40
C -2.28 -3.60 -1.63
H -2.62 -4.30 -2.40
H -3.11 -3.17 -1.08
H -1.63 -4.10 -0.91
C -2.44 -1.52 -3.63
H -1.87 -0.83 -4.25
H -3.20 -0.96 -3.08
H -2.87 -2.33 -4.21
C -0.27 -3.20 -3.62
H -0.93 -3.83 -4.22
H 0.49 -3.79 -3.11
H 0.25 -2.47 -4.26
P 3.66 0.40 0.27
C 3.51 -0.69 1.72
H 4.48 -0.77 2.20
H 3.17 -1.68 1.41
H 2.78 -0.26 2.40
C 5.03 -0.41 -0.65
H 5.31 0.20 -1.50
H 4.68 -1.37 -1.02
H 5.87 -0.55 0.02
C 4.52 1.86 0.98
H 5.48 1.54 1.38
H 3.90 2.28 1.74
H 4.66 2.58 0.18
P -1.32 3.19 1.47
C -1.97 2.82 3.09
H -2.78 3.53 3.32
H -1.19 2.93 3.85
H -2.36 1.80 3.12
C -0.71 4.87 1.35
H -1.48 5.56 1.67
H -0.43 5.09 0.31
H 0.18 4.98 1.98
C -2.53 3.00 0.17
H -3.19 3.87 0.19
H -3.11 2.09 0.32
H -2.03 2.94 -0.80
Mo 1.70 1.60 -1.42
C 0.92 -0.66 -0.73
O 0.85 -1.67 -0.16
C 0.18 2.14 0.87
O 0.75 1.49 1.70
C 2.15 3.53 -2.12
C 0.78 3.28 -2.33
C 0.38 2.10 -3.02
C 1.36 1.18 -3.46
C 2.74 1.45 -3.26
C 3.12 2.63 -2.59
H 2.45 4.45 -1.66
H 0.02 3.98 -1.96
H -0.68 1.90 -3.19
H 1.06 0.24 -3.91
H 3.48 0.74 -3.57
H 4.16 2.83 -2.39
C -0.22 -1.85 3.50
N -1.44 -2.54 3.20
C -1.73 -3.83 3.61
C -2.93 -4.17 3.06
N -3.35 -3.08 2.31
C -4.55 -3.03 1.50
C -2.41 -2.08 2.33
Se -2.35 -0.58 1.30
H -0.38 -0.78 3.49
H 0.56 -2.08 2.77
H 0.12 -2.16 4.48
H -1.07 -4.37 4.25
H -3.50 -5.07 3.13
H -4.44 -3.63 0.60
H -5.40 -3.41 2.07
H -4.74 -2.00 1.22
*
```

Number 1: E -135906.146 eV. Number 2: E -98601.795 eV. Number 3: E -88673.138 eV. Number 4: E -60987.843 eV. Number 5: E -65631.043 eV. Number 6: E -125579.404 eV.